Density functional theory data (ωB97M-V/def2-TZVPD) for 2 unconnected molecules or ions with the total composition C12H8BCl4N4O at a distorted geometry.

Output
Strongest force on any atom, eV/A: 3.9
E_LUMO, eV: 0.574
Calculated total energy, eV: -71353.1363

The geometry in ORCA input format:
```
! wB97M-V def2-TZVPD RIJCOSX def2/J DEFGRID3
* xyz -1 1
Cl 3.60 1.82 1.21
B 2.81 0.15 1.24
Cl 3.15 -0.80 -0.34
Cl 3.33 -0.80 2.77
O 1.33 0.34 1.37
C 0.48 -0.63 1.54
C -0.93 -0.37 1.41
C -1.84 -1.44 1.26
C -3.22 -1.21 1.18
C -3.70 0.11 1.16
Cl -5.39 0.41 1.13
C -2.80 1.18 1.19
C -1.43 0.94 1.27
H 0.91 -1.64 1.64
H -1.44 -2.45 1.25
H -3.94 -2.03 1.15
H -3.18 2.20 1.16
H -0.74 1.79 1.26
C 1.11 0.08 8.07
N 1.27 1.39 7.95
C 1.19 2.01 6.77
N 0.94 1.42 5.56
C 0.80 0.12 5.56
C 0.87 -0.64 6.89
N 0.67 -1.94 6.61
C 0.49 -2.02 5.23
N 0.55 -0.80 4.58
H 1.17 -0.40 9.05
H 1.35 3.08 6.78
H 0.29 -2.99 4.76
*
```